Record 1
Computed, not measured: C28H30BaCl5N4O6P2S2 as an isolated structure in a non-equilibrium geometry, with ωB97M-V/def2-TZVPD.

Results
Energy relative to the best compared isomer or geometry (same formula, charge and spin) = 66.21 kcal per mole
Lowest unoccupied orbital energy = 1.6 eV
Gap between HOMO and LUMO = 0.2441 Eh
Highest occupied orbital energy = -5.07 eV
Charge = -1

Each line ends with the Löwdin charge.
Element x y z (Å)
Ba 1.32 0.78 -0.19  1.744
C -5.38 -4.17 -1.85  -0.348
P -4.69 -2.87 -0.76  0.816
C -4.64 -1.38 -1.86  -0.310
C -2.90 -3.39 -0.70  -0.474
C -2.03 -2.69 0.36  -0.385
P -0.13 -2.97 0.07  0.894
C -0.13 -4.56 1.02  -0.322
C -0.05 -3.85 -1.54  -0.324
H -4.84 -5.08 -1.47  0.024
H -5.08 -3.99 -2.92  0.048
H -6.48 -4.21 -1.64  0.030
H -5.62 -1.16 -2.24  0.014
H -4.06 -1.53 -2.79  0.034
H -4.31 -0.55 -1.24  0.029
H -2.52 -3.23 -1.72  0.052
H -2.85 -4.50 -0.58  0.064
H -2.33 -3.06 1.34  0.070
H -2.07 -1.60 0.29  0.039
H -0.94 -5.22 0.71  0.038
H 0.02 -4.46 2.07  0.019
H 0.80 -5.05 0.74  0.019
H 0.97 -4.29 -1.57  0.042
H -0.12 -3.16 -2.40  0.013
H -0.78 -4.69 -1.70  0.057
O -1.25 3.03 4.82  -0.022
C -0.79 1.89 5.27  -0.324
C -0.71 1.74 6.68  -0.047
C -0.37 0.55 7.27  -0.090
C 0.00 -0.52 6.36  -0.122
C 0.04 -0.41 5.00  -0.057
C -0.40 0.79 4.45  -0.070
C -0.44 0.98 2.92  -0.427
O -0.02 0.11 2.15  -0.161
N -1.07 2.14 2.58  -0.019
N -0.95 2.40 1.31  -0.124
C -1.34 3.57 0.82  -0.899
S -2.07 4.94 1.69  0.896
C -1.38 6.21 0.59  -0.548
C -0.63 5.71 -0.67  -0.497
S -0.82 3.89 -0.84  0.822
H -1.29 2.88 3.69  0.061
H -0.91 2.61 7.30  0.107
H -0.40 0.29 8.33  0.096
H 0.28 -1.48 6.82  0.086
H 0.41 -1.14 4.28  0.115
H -0.74 6.94 1.14  0.075
H -2.20 6.83 0.17  0.068
H 0.46 6.04 -0.60  0.094
H -1.15 6.18 -1.50  0.050
C 3.50 1.73 -4.08  -0.019
C 2.30 0.93 -3.99  -0.335
N 1.71 0.40 -2.90  0.029
C 0.67 -0.30 -3.37  -0.201
C 0.73 -0.44 -4.80  -0.031
N 1.69 0.45 -5.13  0.176
C -0.07 -1.15 -5.85  -0.532
O -1.11 -1.79 -5.47  0.110
O 0.34 -0.99 -6.98  0.072
C -0.51 -0.58 -2.62  -0.527
O -1.48 -1.21 -3.16  0.006
O -0.63 -0.16 -1.37  -0.342
H 3.47 2.61 -4.79  0.102
H 4.32 1.14 -4.52  0.089
H 3.78 2.22 -3.13  0.092
H 1.94 0.68 -6.08  0.169
H -1.23 -1.74 -4.38  0.058
Cl 2.71 3.31 1.62  0.600
C 3.96 2.09 1.46  -0.772
C 3.68 0.77 1.39  -0.355
C 4.54 -0.26 1.11  -0.692
Cl 3.94 -1.80 0.34  0.535
C 5.93 0.06 1.13  -0.741
Cl 7.05 -1.20 1.11  0.681
C 6.29 1.45 1.18  -0.677
Cl 7.95 1.92 0.95  0.631
C 5.34 2.47 1.34  -0.747
Cl 5.75 4.11 1.50  0.675

Record 2
Computed, not measured: C28H30CdN6O4Se as an isolated structure, with ωB97M-V/def2-TZVPD.

Results
Energy relative to the best compared isomer or geometry (same formula, charge and spin) = 0.00 kcal per mole
Lowest unoccupied orbital energy = 4.2 eV
Gap between HOMO and LUMO = 0.1931 Eh
Highest occupied orbital energy = -1.07 eV
Charge = -2

Each line ends with the natural charge from an NBO analysis.
Element x y z (Å)
Cd -0.25 -0.86 -0.52  1.559
N -2.47 -4.90 3.06  -0.816
C -1.18 -5.23 2.83  0.660
O -0.77 -6.38 2.91  -0.652
C -0.24 -4.09 2.59  -0.110
C -0.49 -2.80 3.04  -0.201
C 0.46 -1.82 2.80  0.057
N 1.60 -2.03 2.15  -0.428
C 1.81 -3.27 1.69  0.008
C 0.94 -4.32 1.89  -0.232
H -3.12 -5.66 3.07  0.394
H -2.83 -4.03 2.68  0.436
H -1.40 -2.55 3.56  0.229
H 0.29 -0.80 3.14  0.200
H 2.73 -3.41 1.13  0.183
H 1.16 -5.31 1.52  0.227
C 2.03 5.24 -0.65  -0.427
N 1.28 3.99 -0.59  -0.213
N 1.96 2.78 -0.64  -0.279
C 1.17 1.81 0.00  0.641
O 1.47 0.61 0.00  -0.741
C 0.06 2.51 0.55  -0.430
C 0.19 3.82 0.19  0.293
C -0.63 5.00 0.57  -0.675
C 2.76 2.48 -1.77  0.237
C 3.72 1.47 -1.67  -0.232
C 4.51 1.18 -2.76  -0.191
C 4.39 1.89 -3.94  -0.242
C 3.43 2.89 -4.04  -0.213
C 2.60 3.17 -2.96  -0.255
H 2.96 5.07 -1.18  0.223
H 2.23 5.67 0.34  0.246
H 1.44 5.97 -1.20  0.205
H -0.74 2.05 1.10  0.255
H -1.50 4.67 1.14  0.229
H -0.97 5.55 -0.31  0.221
H -0.05 5.71 1.17  0.279
H 3.81 0.93 -0.74  0.249
H 5.25 0.39 -2.68  0.207
H 5.02 1.66 -4.79  0.201
H 3.30 3.44 -4.97  0.204
H 1.82 3.92 -3.04  0.225
C -1.71 -3.53 -1.03  -0.632
C -2.78 -3.25 -0.02  -0.148
C -3.85 -4.13 0.08  -0.209
C -4.88 -3.96 1.00  -0.395
C -4.81 -2.85 1.85  -0.227
C -3.78 -1.94 1.79  -0.137
C -3.75 -0.75 2.69  -0.618
C -2.71 -2.05 0.80  0.161
N -1.81 -1.09 0.77  -1.189
H -1.86 -4.51 -1.49  0.198
H -0.71 -3.53 -0.58  0.195
H -1.69 -2.79 -1.85  0.201
H -3.86 -4.99 -0.57  0.179
H -5.71 -4.66 1.05  0.184
H -5.60 -2.70 2.59  0.180
H -4.58 -0.77 3.40  0.178
H -3.80 0.18 2.11  0.215
H -2.81 -0.68 3.24  0.204
Se 4.07 7.13 2.45  -0.454
C 2.32 7.48 2.12  0.045
N 1.20 7.71 1.90  -0.578
C 0.99 0.00 -4.46  -0.720
C 0.50 -0.20 -3.04  0.771
O -0.21 0.67 -2.52  -0.768
O 0.82 -1.28 -2.47  -0.819
H 1.04 1.06 -4.70  0.216
H 0.27 -0.48 -5.14  0.216
H 1.96 -0.47 -4.60  0.216

Record 3
Computed, not measured: C28H30Cl2PtSSi3 as an isolated structure in a non-equilibrium geometry, with ωB97M-V/def2-TZVPD.

Results
Lowest unoccupied orbital energy = 4.6 eV
Gap between HOMO and LUMO = 0.1790 Eh
Highest occupied orbital energy = -0.28 eV
Charge = -2

Each line ends with the natural charge from an NBO analysis.
Element x y z (Å)
Pt 0.64 -0.33 -0.06  -0.010
C 2.57 -1.70 2.95  -1.116
Si 1.04 -0.72 2.26  1.417
C 0.77 0.65 3.62  -1.133
C -0.40 -1.98 2.65  -0.366
C -0.76 -2.21 3.97  -0.247
C -1.73 -3.14 4.31  -0.255
C -2.36 -3.86 3.31  -0.235
C -2.03 -3.61 1.99  -0.227
C -1.06 -2.68 1.63  -0.444
Si -0.63 -2.34 -0.24  1.000
C 0.35 -3.99 -0.65  -1.093
C -2.31 -2.68 -1.19  -1.085
H 2.49 -1.89 4.02  0.210
H 3.49 -1.15 2.78  0.225
H 2.67 -2.66 2.45  0.231
H 1.02 0.29 4.62  0.207
H -0.27 0.96 3.62  0.237
H 1.38 1.53 3.43  0.227
H -0.28 -1.65 4.75  0.187
H -1.98 -3.32 5.35  0.183
H -3.10 -4.61 3.56  0.181
H -2.55 -4.16 1.21  0.185
H -0.24 -4.88 -0.41  0.187
H 1.26 -4.04 -0.06  0.224
H 0.63 -4.05 -1.70  0.207
H -2.69 -3.68 -0.98  0.202
H -2.17 -2.61 -2.26  0.215
H -3.07 -1.96 -0.90  0.218
Cl 1.22 -0.38 -2.94  0.038
C 2.89 -0.50 -3.35  -0.070
C 3.23 -0.56 -4.69  -0.234
C 4.56 -0.66 -5.08  -0.285
C 5.55 -0.70 -4.10  -0.238
C 5.19 -0.64 -2.77  -0.069
Cl 6.46 -0.70 -1.60  -0.028
C 3.85 -0.54 -2.32  -0.216
S 3.49 -0.47 -0.66  -0.324
H 2.44 -0.53 -5.43  0.210
H 4.82 -0.71 -6.12  0.194
H 6.59 -0.78 -4.38  0.205
C -1.97 3.79 -4.19  -0.260
C -0.59 3.73 -4.02  -0.218
C -0.07 3.19 -2.87  -0.220
C -0.88 2.70 -1.84  -0.385
C -2.25 2.77 -2.04  -0.168
C -2.80 3.30 -3.19  -0.248
Si -0.06 1.90 -0.29  0.558
C -1.29 2.44 1.09  -0.409
C -2.15 1.54 1.70  -0.226
C -3.01 1.94 2.71  -0.221
C -3.02 3.26 3.14  -0.250
C -2.16 4.17 2.55  -0.257
C -1.32 3.76 1.53  -0.154
H -2.39 4.21 -5.10  0.187
H 0.06 4.10 -4.80  0.190
H 1.01 3.15 -2.74  0.212
H -2.91 2.41 -1.26  0.198
H -3.87 3.34 -3.32  0.188
H 0.99 3.00 -0.10  -0.228
H -2.13 0.50 1.39  0.231
H -3.67 1.22 3.18  0.196
H -3.69 3.58 3.93  0.187
H -2.14 5.20 2.89  0.186
H -0.65 4.47 1.06  0.198